# 1
One molecule with the formula C4H5NO2. Source: the Open Molecules 2025 dataset; level of theory: the ωB97M-V functional and the def2-TZVPD basis.

Atoms and positions in Å:
O -0.51 -1.39 2.05
C -1.09 -1.37 0.98
C -0.57 -0.70 -0.21
O -1.16 -0.87 -1.40
N 0.39 0.17 -0.19
C 0.83 1.15 -1.05
C 1.11 1.26 0.43
H -2.07 -1.87 0.82
H -0.96 -0.03 -1.88
H 1.60 0.89 -1.77
H 2.06 0.97 0.88
H 0.51 1.95 1.02

The value obtained for the maximum force is 0.00956 Eh/bohr. The value obtained for the energy above the lowest of the compared OMol25 structures with the same formula, charge and spin is 106.3 kcal/mol. For the lowest unoccupied orbital energy (alpha / beta), the calculation gives -0.68 / -0.66 eV.

Atom charges from the natural (NBO) analysis, given in e for atoms 1 to 6: O -0.495; C 0.345; C 0.391; O -0.644; N -0.261; C -0.343


# 2
One molecule with the formula C4H5NO2. Source: the Open Molecules 2025 dataset; level of theory: the ωB97M-V functional and the def2-TZVPD basis.

Atoms and positions in Å:
C -1.23 0.11 1.48
C -0.36 -0.42 0.68
C 0.33 -1.30 -0.29
C 0.94 0.17 -0.34
N 0.45 1.14 -1.19
O -0.65 0.92 -1.70
O 1.14 2.08 -1.56
H -1.21 1.18 1.83
H -2.16 -0.47 1.86
H 1.03 -2.00 0.14
H -0.30 -1.82 -0.94
H 2.01 0.41 0.03

The value obtained for the maximum force is 0.09187 Eh/bohr. The SMILES is C=C1C[C@H]1[N+](=O)[O-]. The value obtained for the energy above the lowest of the compared OMol25 structures with the same formula, charge and spin is 147.6 kcal/mol. For the lowest unoccupied orbital energy, the calculation gives 0.07 eV.

Atom charges from the natural (NBO) analysis, given in e for atoms 1 to 6: C -0.407; C 0.098; C -0.422; C -0.168; N 0.482; O -0.412


# 3
One molecule with the formula C4H5NO2. Source: the Open Molecules 2025 dataset; level of theory: the ωB97M-V functional and the def2-TZVPD basis.

Atoms and positions in Å:
C -1.15 1.06 0.43
C -0.89 -1.20 -0.67
C 0.24 -1.92 -0.84
O 1.43 -1.24 -0.41
C 0.99 -0.11 0.03
O 1.88 0.75 0.52
N -0.32 -0.01 -0.07
H -0.66 1.60 1.25
H -1.44 1.75 -0.37
H -2.05 0.59 0.82
H 0.45 -2.91 -1.21
H 1.52 1.65 0.53

The value obtained for the maximum force is 0.01066 Eh/bohr. The value obtained for the energy above the lowest of the compared OMol25 structures with the same formula, charge and spin is 68.8 kcal/mol. For the lowest unoccupied orbital energy, the calculation gives 0.15 eV.

Atom charges from the natural (NBO) analysis, given in e for atoms 1 to 6: C -0.412; C -0.212; C -0.113; O -0.407; C 0.812; O -0.630


# 4
A 2-piece molecular cluster, C4H5NO2 overall. Source: the Open Molecules 2025 dataset; level of theory: the ωB97M-V functional and the def2-TZVPD basis.

Atoms and positions in Å:
N -1.51 -0.51 0.20
C -0.30 0.10 0.57
C 0.47 -0.23 1.61
C 0.04 1.32 -0.23
O 1.12 1.87 -0.19
C 0.82 -0.72 -2.31
O 1.84 -0.83 -2.78
H -1.69 -1.37 0.70
H -1.57 -0.66 -0.80
H 0.25 -1.07 2.26
H 1.33 0.39 1.84
H -0.78 1.70 -0.86

The value obtained for the maximum force is 0.02815 Eh/bohr. The value obtained for the energy above the lowest of the compared OMol25 structures with the same formula, charge and spin is 33.4 kcal/mol. For the lowest unoccupied orbital energy, the calculation gives 0.22 eV.

Atom charges from the natural (NBO) analysis, given in e for atoms 1 to 6: N -0.811; C 0.034; C -0.411; C 0.394; O -0.512; C 0.491


# 5
One molecule with the formula C4H5NO2. Source: the Open Molecules 2025 dataset; level of theory: the ωB97M-V functional and the def2-TZVPD basis.

Atoms and positions in Å:
O -2.09 1.60 -0.10
C -1.52 1.20 0.88
C -0.18 0.52 0.83
O 0.42 0.25 1.87
N 0.38 0.26 -0.39
C 1.33 -0.82 -0.27
C 0.22 -0.82 -1.33
H -1.90 1.26 1.91
H 1.23 -0.91 0.95
H 2.31 -0.58 -0.68
H 0.43 -0.46 -2.35
H -0.63 -1.49 -1.31

The value obtained for the maximum force is 0.06776 Eh/bohr. The SMILES is O=CC(=O)N1CC1. The value obtained for the energy above the lowest of the compared OMol25 structures with the same formula, charge and spin is 75.9 kcal/mol. For the lowest unoccupied orbital energy, the calculation gives -0.50 eV.

Atom charges from the natural (NBO) analysis, given in e for atoms 1 to 6: O -0.456; C 0.358; C 0.547; O -0.558; N -0.418; C -0.306


# 6
One molecule with the formula C4H5NO2. Source: the Open Molecules 2025 dataset; level of theory: the ωB97M-V functional and the def2-TZVPD basis.

Atoms and positions in Å:
O 2.61 0.19 -0.55
O 1.83 -0.02 0.67
N 0.50 0.03 0.45
C -0.24 1.10 0.17
C -1.47 0.70 -0.17
C -1.50 -0.67 0.00
C -0.24 -1.14 0.38
H 2.69 -0.57 -1.16
H 0.14 2.11 0.06
H -2.21 1.45 -0.34
H -2.45 -1.20 0.05
H 0.34 -1.99 0.44

The value obtained for the maximum force is 0.06780 Eh/bohr. The SMILES is OOn1cccc1. The value obtained for the energy above the lowest of the compared OMol25 structures with the same formula, charge and spin is 128.0 kcal/mol. For the lowest unoccupied orbital energy, the calculation gives 0.67 eV.

Atom charges from the natural (NBO) analysis, given in e for atoms 1 to 6: O -0.469; O -0.089; N -0.049; C -0.066; C -0.302; C -0.276


# 7
One molecule with the formula C4H5NO2. Source: the Open Molecules 2025 dataset; level of theory: the ωB97M-V functional and the def2-TZVPD basis.

Atoms and positions in Å:
C -0.57 0.00 -0.10
C -2.64 -0.35 -0.04
C 1.85 0.47 0.01
C 0.77 -0.58 0.01
N -1.08 1.16 -0.12
O -3.62 -0.97 0.05
O -2.43 0.98 -0.01
H 1.86 0.90 0.97
H 1.58 1.19 -0.64
H 2.82 -0.19 -0.17
H 0.94 -1.24 0.87
H 0.52 -1.36 -0.83

The value obtained for the maximum force is 0.10131 Eh/bohr. The value obtained for the energy above the lowest of the compared OMol25 structures with the same formula, charge and spin is 120.1 kcal/mol. For the lowest unoccupied orbital energy, the calculation gives 0.40 eV.

Atom charges from the natural (NBO) analysis, given in e for atoms 1 to 6: C 0.203; C 0.782; C -0.587; C -0.509; N -0.175; O -0.491


# 8
One molecule with the formula C4H5NO2. Source: the Open Molecules 2025 dataset; level of theory: the ωB97M-V functional and the def2-TZVPD basis.

Atoms and positions in Å:
O 1.16 2.21 0.84
C 0.58 1.25 0.39
N 1.19 0.18 -0.21
C 0.36 -0.98 -0.47
C -0.98 -0.59 0.08
O -1.15 -0.10 1.37
C -0.91 0.90 0.39
H 2.20 0.13 -0.23
H 0.71 -1.88 0.03
H 0.26 -1.17 -1.55
H -1.88 -1.07 -0.31
H -1.59 1.00 -0.44

The value obtained for the maximum force is 0.05504 Eh/bohr. The SMILES is O=C1NC[C@H]2O[C@@H]12. The value obtained for the energy above the lowest of the compared OMol25 structures with the same formula, charge and spin is 63.6 kcal/mol. For the lowest unoccupied orbital energy, the calculation gives 0.77 eV.

Atom charges from the natural (NBO) analysis, given in e for atoms 1 to 6: O -0.569; C 0.648; N -0.608; C -0.247; C 0.074; O -0.431


# 9
One molecule with the formula C4H5NO2. Source: the Open Molecules 2025 dataset; level of theory: the ωB97M-V functional and the def2-TZVPD basis.

Atoms and positions in Å:
C -0.34 0.75 -1.89
C -0.13 0.09 -0.75
C -1.27 -0.05 0.23
N -2.39 -0.33 0.45
C 1.13 -0.04 0.00
O 0.32 -0.05 1.47
O 0.35 -1.26 2.28
H 0.49 1.08 -2.51
H -1.35 0.87 -2.27
H 1.62 -1.01 -0.08
H 1.74 0.86 0.05
H -0.17 -0.92 3.03

The value obtained for the maximum force is 0.07443 Eh/bohr. The SMILES is C=C(C#N)COO. The value obtained for the energy above the lowest of the compared OMol25 structures with the same formula, charge and spin is 145.4 kcal/mol. For the lowest unoccupied orbital energy, the calculation gives 0.23 eV.

Atom charges from the natural (NBO) analysis, given in e for atoms 1 to 6: C -0.309; C -0.149; C 0.280; N -0.363; C -0.076; O -0.318


# 10
One molecule with the formula C4H5NO2. Source: the Open Molecules 2025 dataset; level of theory: the ωB97M-V functional and the def2-TZVPD basis.

Atoms and positions in Å:
O -1.86 -1.25 -0.59
C -1.72 -0.14 -0.19
C -0.41 0.27 0.47
C 0.69 0.87 -0.43
C 1.50 -0.45 -0.11
O 2.54 -0.92 -0.46
N 0.51 -0.85 0.73
H -2.46 0.63 -0.26
H -0.64 0.85 1.36
H 1.16 1.81 -0.06
H 0.44 0.97 -1.52
H 0.25 -1.79 1.06

The value obtained for the maximum force is 0.04171 Eh/bohr. The SMILES is O=C[C@@H]1CC(=O)N1. The value obtained for the energy above the lowest of the compared OMol25 structures with the same formula, charge and spin is 25.4 kcal/mol. For the lowest unoccupied orbital energy, the calculation gives 0.67 eV.

Atom charges from the natural (NBO) analysis, given in e for atoms 1 to 6: O -0.496; C 0.429; C -0.159; C -0.504; C 0.699; O -0.570


Number 1: total energy -9809.707 eV. Number 2: total energy -9807.912 eV. Number 3: total energy -9811.331 eV. Number 4: total energy -9812.868 eV. Number 5: total energy -9811.023 eV. Number 6: total energy -9808.766 eV. Number 7: total energy -9809.106 eV. Number 8: total energy -9811.555 eV. Number 9: total energy -9808.011 eV. Number 10: total energy -9813.215 eV.